{
  "formula": "C5H7NO",
  "method": "the ωB97M-V functional and the def2-TZVPD basis",
  "elements": ["H", "N", "C", "C", "C", "C", "C", "O", "H", "H", "H", "H", "H", "H"],
  "coordinates": [[-1.6942, 0.5095, -3.3408], [-1.6026, 0.9307, -2.4178], [-0.8443, 0.3599, -1.5662], [-0.6990, 0.9224, -0.1942], [0.1186, 0.1512, 0.5430], [0.7336, 0.0135, 1.9310], [0.6032, -0.9768, -0.2573], [-0.0585, -0.7821, -1.6344], [-1.2543, 1.8320, 0.0231], [0.8892, -1.0352, 2.2725], [1.7348, 0.4670, 1.9886], [0.0536, 0.4587, 2.6376], [0.3021, -1.9154, 0.2526], [1.7177, -0.9353, -0.2376]],
  "forces_ev_per_a": [[0.335, -0.271, 0.258], [0.649, -0.747, 0.315], [0.066, 0.308, 0.737], [0.290, -0.162, 0.547], [0.199, -0.276, 0.214], [-0.451, 0.512, 0.094], [-0.708, 0.045, -1.757], [0.759, -0.194, 1.392], [0.288, -0.267, 0.270], [-0.358, 0.495, -0.675], [-0.443, 0.182, -0.064], [0.117, 0.386, 0.569], [-0.079, 0.196, -0.965], [-0.665, -0.207, -0.934]],
  "total_energy_ha": -324.6711,
  "max_force_ev_per_a": 1.895,
  "orbital_gap_ev": 10.1,
  "smiles": "[H]/N=C1/C=C(C)CO1"
}

---

{
  "formula": "C5H7NO",
  "method": "the ωB97M-V functional and the def2-TZVPD basis",
  "elements": ["C", "C", "O", "C", "C", "C", "N", "H", "H", "H", "H", "H", "H", "H"],
  "coordinates": [[0.8537, 1.3880, 1.1179], [0.2303, 0.5695, 0.0504], [0.4047, 1.0128, -1.2388], [-0.0144, 0.0227, -2.0396], [-0.4417, -1.0435, -1.3328], [-0.3641, -0.6545, 0.0564], [-0.7922, -1.3670, 1.1976], [0.9332, 0.7942, 2.0342], [1.8721, 1.6625, 0.8143], [0.2990, 2.3074, 1.3252], [0.0458, 0.1562, -3.1075], [-0.2736, -1.9898, -1.8056], [-1.5125, -2.0425, 0.9743], [-1.1677, -0.7461, 1.9080]],
  "forces_ev_per_a": [[-0.066, 0.089, 0.094], [-0.143, -0.039, 0.211], [-0.117, 0.245, 0.064], [0.141, -0.057, -0.200], [0.627, 0.102, -0.045], [0.284, 0.283, -0.149], [0.003, -0.047, -0.061], [-0.072, 0.143, -0.106], [-0.206, -0.012, 0.069], [0.076, -0.028, 0.077], [0.256, 0.150, 0.087], [-1.148, -0.743, 0.167], [0.184, 0.037, -0.053], [0.182, -0.123, -0.155]],
  "total_energy_ha": -324.6804,
  "max_force_ev_per_a": 1.378,
  "orbital_gap_ev": 8.9,
  "smiles": "Cc1occc1N"
}

---

{
  "formula": "C5H7NO",
  "method": "the ωB97M-V functional and the def2-TZVPD basis",
  "elements": ["H", "N", "C", "O", "C", "C", "C", "C", "H", "H", "H", "H", "H", "H"],
  "coordinates": [[2.6089, -1.6630, 0.0154], [1.6997, -1.7797, 0.4617], [0.9911, -0.7483, 0.3027], [1.3723, 0.3729, -0.3897], [0.3862, 1.4108, -0.2869], [-0.8715, 0.7391, 0.2228], [-1.2812, -0.4811, -0.5376], [-0.4343, -0.6123, 0.7027], [0.2660, 1.8555, -1.2797], [0.7439, 2.1794, 0.4085], [-1.6082, 1.3312, 0.7564], [-0.7677, -0.6810, -1.4758], [-2.3096, -0.8207, -0.4993], [-0.7954, -1.1027, 1.5988]],
  "forces_ev_per_a": [[0.029, 0.054, 0.135], [-0.036, 0.337, -0.088], [-0.029, -0.285, 0.041], [0.092, -0.100, 0.050], [-0.128, 0.136, -0.008], [0.005, 0.149, 0.022], [-0.161, -0.063, -0.217], [0.079, -0.116, 0.126], [0.052, -0.071, 0.113], [-0.041, -0.126, -0.081], [0.142, -0.129, -0.074], [-0.179, 0.033, 0.085], [0.104, 0.127, 0.099], [0.071, 0.055, -0.204]],
  "total_energy_ha": -324.6821,
  "max_force_ev_per_a": 0.350,
  "orbital_gap_ev": 10.7,
  "smiles": "[H]/N=C1\\OC[C@H]2C[C@@H]12"
}

---

{
  "formula": "C5H7NO",
  "method": "the ωB97M-V functional and the def2-TZVPD basis",
  "elements": ["C", "C", "C", "C", "C", "N", "O", "H", "H", "H", "H", "H", "H", "H"],
  "coordinates": [[-0.4526, -1.6136, -0.8361], [0.2425, -1.2060, 0.1973], [-0.2916, 0.2124, -0.2423], [1.1500, -1.6790, 1.2956], [-0.7100, 2.5116, -0.5945], [-1.0031, -0.2933, -1.1944], [-0.1897, 1.4390, 0.1974], [-0.5846, -2.5277, -1.1985], [0.8577, -2.5167, 1.8105], [1.2508, -0.8403, 1.9315], [2.0510, -1.8667, 0.8380], [0.1397, 2.8388, -1.0724], [-0.9673, 3.2108, 0.1271], [-1.4928, 2.3307, -1.2592]],
  "forces_ev_per_a": [[0.796, 2.675, 2.104], [0.724, 0.500, 1.445], [-0.914, -1.233, -0.491], [-1.418, 2.136, -1.787], [0.677, -0.811, 1.107], [-0.371, 1.590, -1.002], [0.005, -1.260, 0.417], [-0.949, -3.467, -1.973], [-1.031, -1.956, 1.195], [0.338, 0.648, 1.061], [2.497, -0.497, -0.721], [1.642, 1.144, -1.625], [-0.758, 1.491, 1.134], [-1.237, -0.959, -0.863]],
  "total_energy_ha": -324.5616,
  "max_force_ev_per_a": 4.100,
  "orbital_gap_ev": 8.7
}

---

{
  "formula": "C5H7NO",
  "method": "the ωB97M-V functional and the def2-TZVPD basis",
  "elements": ["C", "C", "C", "N", "C", "C", "H", "H", "H", "H", "H", "O", "H", "H"],
  "coordinates": [[0.1190, 1.2126, -0.6327], [0.7421, 2.2764, 0.1049], [1.2382, 2.0594, 1.3524], [1.1689, 0.8747, 1.9770], [0.5558, -0.1377, 1.2591], [0.0000, 0.0000, 0.0000], [-0.3197, 1.3255, -1.6329], [1.0557, 3.2378, -0.3230], [1.7940, 2.7648, 1.9841], [0.5759, -1.1135, 1.7622], [-0.4440, -0.8672, -0.5063], [-3.3545, 3.1022, -0.3447], [-2.9241, 2.5137, 0.3161], [-3.0665, 2.7485, -1.2166]],
  "forces_ev_per_a": [[0.169, 1.693, 0.659], [0.038, 0.070, -2.201], [0.552, -1.221, 1.885], [-1.297, -1.841, -1.640], [1.150, 0.836, 1.926], [0.072, -0.606, -0.127], [0.497, 0.278, 0.423], [-0.804, -0.393, -0.231], [-0.402, 0.311, -0.801], [-0.158, 0.441, -0.210], [0.155, 0.436, 0.311], [0.721, -0.958, -0.246], [-0.402, 0.602, -0.728], [-0.292, 0.353, 0.982]],
  "total_energy_ha": -324.6969,
  "max_force_ev_per_a": 2.786,
  "orbital_gap_ev": 10.6,
  "smiles": "c1ccncc1.O"
}

---

{
  "formula": "C5H7NO",
  "method": "the ωB97M-V functional and the def2-TZVPD basis",
  "elements": ["H", "N", "C", "O", "C", "C", "C", "C", "H", "H", "H", "H", "H", "H"],
  "coordinates": [[-1.1672, 0.5635, -2.7955], [-1.4143, 0.8142, -1.8421], [-0.8100, 0.1497, -0.9560], [0.0965, -0.8815, -1.1397], [0.5374, -1.4077, 0.1349], [0.2792, -0.2931, 1.1246], [0.7125, 1.0287, 0.5793], [-0.7285, 0.5825, 0.4612], [1.6009, -1.6694, 0.0819], [-0.0382, -2.3128, 0.3565], [0.2658, -0.4782, 2.1933], [1.2491, 0.9458, -0.3634], [0.9631, 1.8804, 1.1939], [-1.5462, 1.0780, 0.9708]],
  "forces_ev_per_a": [[-0.139, -0.423, 0.045], [0.256, -0.314, 0.089], [-0.042, 0.251, -0.050], [-0.330, -0.031, -0.103], [-0.009, -0.059, 0.105], [0.034, -0.103, 0.051], [0.265, 0.217, 0.127], [-0.099, 0.083, -0.074], [-0.223, 0.091, -0.311], [0.037, 0.121, 0.031], [-0.043, -0.069, -0.214], [0.128, 0.413, 0.305], [-0.024, -0.184, 0.237], [0.190, 0.007, -0.237]],
  "total_energy_ha": -324.6709,
  "max_force_ev_per_a": 0.529,
  "orbital_gap_ev": 10.7,
  "smiles": "[H]/N=C1\\OC[C@H]2C[C@@H]12"
}

---

{
  "formula": "C5H7NO",
  "method": "the ωB97M-V functional and the def2-TZVPD basis",
  "elements": ["C", "C", "C", "N", "C", "O", "C", "H", "H", "H", "H", "H", "H", "H"],
  "coordinates": [[-0.5075, -1.3088, -1.4651], [-0.2778, -0.3015, -0.4349], [-1.0732, -0.0014, 0.6187], [-0.4300, 0.9527, 1.4296], [0.8345, 1.2378, 0.9823], [1.6464, 1.9489, 1.5355], [1.0079, 0.4607, -0.3219], [0.2749, -1.5934, -2.1657], [-1.5218, -1.6092, -1.7346], [-0.1758, -1.6174, -0.1905], [-2.0508, -0.3970, 0.8742], [-0.7379, 1.2170, 2.3476], [1.9385, -0.1246, -0.2978], [1.0727, 1.1362, -1.1775]],
  "forces_ev_per_a": [[0.506, -1.687, 1.938], [-0.483, 1.516, 0.246], [-0.063, 0.350, -0.336], [0.278, 0.365, 0.309], [0.087, 0.248, 0.280], [-0.086, -0.113, -0.107], [-0.039, 0.324, 0.042], [-0.072, 0.376, 0.341], [0.315, 0.162, 0.322], [-0.487, -1.978, -3.084], [0.237, 0.170, -0.099], [0.040, 0.093, 0.029], [-0.385, 0.020, 0.001], [0.153, 0.154, 0.118]],
  "total_energy_ha": -324.6156,
  "max_force_ev_per_a": 3.696,
  "orbital_gap_ev": 7.9
}

---

{
  "formula": "C5H7NO",
  "method": "the ωB97M-V functional and the def2-TZVPD basis",
  "elements": ["C", "C", "O", "C", "C", "N", "C", "H", "H", "H", "H", "H", "H", "H"],
  "coordinates": [[1.1794, 0.3803, 0.7314], [0.8358, -0.9740, 0.0863], [-0.1711, -1.6896, 0.7890], [-1.3664, -0.8969, 0.3620], [-1.3216, 0.3891, 0.9929], [-0.2084, 0.8157, 0.3038], [-0.2856, -0.2299, -0.6616], [1.3403, 0.4608, 1.8059], [1.9319, 0.9373, 0.1689], [1.6006, -1.6257, -0.3381], [-2.2260, -1.5442, 0.2128], [0.5837, 1.6325, -3.2253], [-2.0013, 1.0219, 1.5527], [0.2841, 1.1990, -2.6966]],
  "forces_ev_per_a": [[0.140, 0.023, 0.157], [0.304, -0.098, -0.146], [-0.022, -0.138, 0.165], [-0.271, -0.208, -0.057], [-0.222, 0.084, 0.219], [0.042, 0.376, -0.136], [-0.010, -0.042, -0.123], [-0.001, -0.041, -0.149], [-0.105, -0.084, 0.071], [-0.109, 0.093, 0.080], [0.124, 0.106, 0.036], [-0.008, -0.014, 0.023], [0.104, -0.114, -0.046], [0.034, 0.058, -0.095]],
  "total_energy_ha": -324.4351,
  "max_force_ev_per_a": 0.402,
  "orbital_gap_ev": [7.6, 7.8]
}

---

{
  "formula": "C5H7NO",
  "method": "the ωB97M-V functional and the def2-TZVPD basis",
  "elements": ["H", "N", "C", "C", "C", "C", "C", "O", "H", "H", "H", "H", "H", "H"],
  "coordinates": [[3.4359, -0.2765, 0.7181], [2.8162, -0.8974, 0.1955], [1.7080, -0.3130, 0.0247], [0.4640, -0.8763, -0.5278], [-0.5451, -0.0609, -0.2237], [-2.0168, -0.2261, -0.4164], [0.0267, 1.1178, 0.5248], [1.4372, 0.9707, 0.4328], [0.4256, -1.8442, -1.0095], [-2.5397, -0.0293, 0.5279], [-2.4021, 0.4862, -1.1559], [-2.2690, -1.2385, -0.7436], [-0.2548, 1.0599, 1.5857], [-0.2779, 2.0933, 0.1297]],
  "forces_ev_per_a": [[0.092, -0.078, -0.146], [-0.266, 0.310, -0.081], [0.138, -0.265, 0.006], [-0.079, 0.021, 0.056], [0.105, -0.051, 0.095], [-0.002, -0.032, -0.003], [-0.215, 0.021, -0.069], [0.044, -0.059, 0.210], [-0.008, 0.111, 0.069], [0.050, -0.034, -0.163], [0.070, -0.085, 0.114], [0.063, 0.177, 0.018], [-0.093, 0.109, -0.109], [0.101, -0.145, 0.004]],
  "total_energy_ha": -324.6980,
  "max_force_ev_per_a": 0.417,
  "orbital_gap_ev": 10.1,
  "smiles": "[H]/N=C1/C=C(C)CO1"
}

---

{
  "formula": "C5H7NO",
  "method": "the ωB97M-V functional and the def2-TZVPD basis",
  "elements": ["O", "C", "C", "C", "C", "C", "N", "H", "H", "H", "H", "H", "H", "H"],
  "coordinates": [[1.5471, -0.7206, -1.0871], [1.0511, -0.2402, 0.1292], [0.3989, 1.1386, 0.2119], [-0.9783, 1.1169, -0.3762], [-1.2191, -0.3896, -0.6584], [-0.3370, -0.7450, 0.5201], [-0.5242, 0.5957, 1.2420], [2.4951, -0.5510, -1.1229], [1.7607, -0.3839, 0.9531], [0.9194, 2.0778, 0.3862], [-1.5069, 1.1658, 0.8585], [-0.8806, -0.7436, -1.6352], [-2.2703, -0.6549, -0.5138], [-0.4561, -1.6661, 1.0926]],
  "forces_ev_per_a": [[0.239, 0.042, -0.096], [-0.097, 0.039, 0.244], [0.220, 0.265, -0.065], [0.098, 0.028, -0.403], [-0.052, -0.027, -0.045], [-0.051, -0.375, 0.056], [-0.093, 0.082, 0.264], [-0.140, -0.050, -0.062], [-0.079, 0.010, -0.119], [-0.080, -0.156, -0.026], [-0.092, -0.068, 0.209], [-0.046, 0.040, 0.112], [0.157, 0.049, -0.004], [0.016, 0.121, -0.065]],
  "total_energy_ha": -324.5212,
  "max_force_ev_per_a": 0.415,
  "orbital_gap_ev": 9.2
}

---

{
  "formula": "C5H7NO",
  "method": "the ωB97M-V functional and the def2-TZVPD basis",
  "elements": ["O", "C", "C", "C", "N", "C", "C", "H", "H", "H", "H", "H", "H", "H"],
  "coordinates": [[-1.8552, -0.6946, 1.9683], [-1.5561, -0.6950, 0.7990], [-0.3195, -0.0880, 0.2109], [-0.0060, 1.2930, -0.4127], [1.2732, 0.5180, -0.6883], [0.3381, -0.6277, -1.0564], [1.1181, 0.0203, 0.7435], [-2.1787, -1.2248, 0.0413], [-0.5460, 1.5878, -1.3174], [0.1402, 2.1418, 0.2623], [-0.1978, -0.4839, -2.0005], [0.7922, -1.6214, -0.9932], [1.6557, -0.9096, 0.9492], [1.3416, 0.7840, 1.4939]],
  "forces_ev_per_a": [[0.152, 0.053, -0.472], [-0.065, 0.063, 0.388], [-0.207, -0.158, 0.121], [-0.201, 0.380, -0.079], [0.158, 0.077, -0.090], [0.026, -0.303, -0.333], [0.257, -0.083, 0.366], [-0.094, 0.112, 0.174], [0.048, -0.090, 0.114], [-0.086, -0.168, -0.053], [0.161, -0.005, 0.087], [0.038, 0.157, -0.062], [-0.090, 0.086, -0.061], [-0.097, -0.121, -0.102]],
  "total_energy_ha": -324.5925,
  "max_force_ev_per_a": 0.498,
  "orbital_gap_ev": 9.9
}

---

{
  "formula": "C5H7NO",
  "method": "the ωB97M-V functional and the def2-TZVPD basis",
  "elements": ["C", "C", "C", "C", "C", "N", "O", "H", "H", "H", "H", "H", "H", "H"],
  "coordinates": [[-2.0921, -0.3347, 1.1204], [-1.4226, -0.0178, 0.0371], [-0.7682, 1.0508, -0.7353], [0.0405, -0.1602, -0.6495], [1.3380, 0.0461, 0.0393], [2.2441, -0.8402, 0.0408], [1.5267, 1.0589, 0.7139], [-1.9864, -1.3061, 1.5563], [-2.9345, 0.2963, 1.4788], [-1.1731, 1.2804, -1.7783], [-0.2046, 1.9914, -0.3488], [0.0149, -0.8483, -1.5039], [2.2786, -1.7393, -0.4046], [3.1388, -0.4773, 0.4338]],
  "forces_ev_per_a": [[-1.343, 0.208, -0.338], [3.951, 1.773, 0.116], [-1.182, 2.997, -2.251], [-1.477, -2.127, -0.264], [-3.530, 2.991, 1.822], [5.302, -3.115, 0.079], [-0.140, 0.550, -0.412], [0.142, -0.336, 0.405], [0.723, -0.441, -0.286], [0.362, -0.373, 1.423], [-1.529, -1.789, 0.065], [0.260, 0.324, 0.242], [-0.423, 0.122, -0.245], [-1.116, -0.782, -0.357]],
  "total_energy_ha": -324.6263,
  "max_force_ev_per_a": 6.150,
  "orbital_gap_ev": 10.4,
  "smiles": "C=C1C[C@H]1C(N)=O"
}